{"formula": "C29H56BrClCsF8LiN4O16PS", "method": "ωB97M-V/def2-TZVPD", "charge": -1, "lumo_energy_ev": -0.5, "homo_ev": -3.649, "homo_lumo_gap_ev": 3.175, "total_energy_ev": -194870.9507, "multiplicity": 1, "symbols": ["C", "C", "O", "C", "C", "C", "N", "O", "C", "P", "N", "S", "O", "O", "C", "F", "F", "C", "F", "F", "F", "C", "N", "C", "C", "C", "C", "O", "C", "C", "C", "C", "H", "H", "H", "H", "H", "H", "H", "H", "H", "H", "H", "H", "H", "H", "H", "H", "H", "H", "H", "H", "H", "H", "H", "H", "H", "H", "H", "H", "H", "H", "H", "H", "H", "H", "Br", "C", "C", "O", "C", "O", "O", "H", "H", "H", "H", "N", "H", "H", "H", "H", "O", "C", "O", "C", "C", "C", "H", "H", "H", "H", "H", "H", "Cl", "Li", "C", "O", "O", "O", "H", "Cs", "C", "C", "O", "C", "O", "C", "F", "F", "F", "H", "H", "H", "H", "H", "H", "O", "H"], "xyz": [[-2.727, -2.169, -2.552], [-2.366, -0.825, -3.228], [-1.219, -0.157, -2.668], [0.079, -0.408, -3.208], [1.151, -0.923, -2.147], [0.546, -1.758, -1.019], [-0.398, -1.102, -0.143], [1.895, -1.969, -2.899], [3.111, -1.558, -3.428], [2.991, -0.496, -5.000], [1.908, -0.960, -6.027], [4.014, -3.090, -3.994], [3.620, -3.389, -5.333], [5.430, -2.863, -3.987], [3.517, -4.614, -3.026], [4.202, -5.597, -3.641], [2.254, -4.917, -3.182], [3.951, -4.614, -1.521], [2.893, -4.365, -0.745], [4.330, -5.866, -1.229], [4.984, -3.837, -1.234], [4.104, -0.864, -2.436], [3.348, -0.430, -1.202], [4.304, 0.436, -0.440], [4.120, 0.454, 1.082], [4.157, -0.929, 1.789], [2.808, -1.083, 2.537], [2.621, -0.045, 3.473], [1.357, 0.574, 3.381], [2.100, 0.240, -1.694], [1.484, 1.226, -0.680], [0.271, 2.044, -1.243], [-2.564, -2.007, -1.450], [-2.011, -3.029, -2.883], [-3.794, -2.412, -2.663], [-2.347, -0.912, -4.323], [-3.217, -0.158, -2.993], [0.514, 0.503, -3.666], [-0.018, -1.120, -4.038], [0.040, -2.613, -1.511], [1.346, -2.233, -0.413], [-0.684, -0.186, -0.448], [-1.161, -1.711, 0.129], [4.281, -0.610, -5.598], [2.681, 0.860, -4.677], [1.414, -1.777, -5.663], [4.927, -1.494, -2.069], [4.510, 0.044, -2.908], [3.176, -1.294, -0.671], [4.204, 1.454, -0.849], [5.344, 0.148, -0.651], [4.966, 1.046, 1.478], [3.229, 1.028, 1.370], [4.934, -0.986, 2.559], [4.214, -1.777, 1.091], [1.970, -1.158, 1.813], [2.823, -2.044, 3.083], [1.475, 1.622, 3.701], [0.588, 0.143, 4.042], [0.931, 0.611, 2.361], [2.414, 0.873, -2.540], [2.204, 2.011, -0.405], [1.225, 0.753, 0.277], [-0.689, 1.739, -0.814], [0.252, 2.047, -2.338], [0.399, 3.100, -0.965], [6.539, -3.377, 0.445], [-4.091, 2.629, -6.188], [-5.074, 1.572, -6.626], [-5.283, 0.826, -5.427], [-4.989, 1.637, -4.381], [-5.220, 1.377, -3.244], [-4.399, 2.786, -4.803], [-4.217, 3.568, -6.722], [-3.053, 2.302, -6.284], [-6.028, 1.994, -6.949], [-4.683, 0.935, -7.416], [7.579, -0.769, 2.855], [7.321, 0.197, 2.658], [8.579, -0.898, 2.698], [7.352, -0.992, 3.826], [7.056, -1.405, 2.228], [0.300, 2.671, 5.609], [0.474, 1.882, 6.507], [-0.441, 0.984, 6.902], [0.040, 0.269, 8.066], [1.543, 0.412, 8.019], [1.715, 1.784, 7.369], [-0.397, 0.724, 8.957], [-0.274, -0.770, 8.011], [2.011, 0.324, 8.997], [1.969, -0.364, 7.368], [1.701, 2.593, 8.103], [2.617, 1.834, 6.762], [-0.608, -3.878, -3.539], [-2.548, -0.210, -0.300], [1.372, -0.368, 12.037], [1.447, -0.713, 13.274], [2.312, 0.627, 11.774], [0.663, -0.755, 11.147], [2.624, 0.625, 12.694], [3.247, -0.457, 14.307], [-8.146, 2.193, -2.910], [-8.334, 3.476, -2.110], [-9.213, 4.405, -2.693], [-10.663, 4.226, -2.495], [-10.981, 4.073, -1.248], [-11.255, 3.103, -3.409], [-10.677, 3.097, -4.651], [-12.574, 3.307, -3.633], [-11.138, 1.847, -2.938], [-8.105, 2.399, -3.983], [-7.229, 1.695, -2.609], [-8.959, 1.491, -2.734], [-7.363, 3.987, -2.084], [-8.593, 3.261, -1.068], [-11.047, 5.144, -3.003], [2.228, -2.318, 5.841], [2.475, -1.591, 5.272]]}

---

{"formula": "C3H4N4O", "method": "ωB97M-V/def2-TZVPD", "charge": 0, "lumo_energy_ev": 0.0, "smiles": "CC(=O)n1ncnn1", "homo_ev": -10.695, "e_above_lowest_ev": 4.8992, "homo_lumo_gap_ev": 10.656, "total_energy_ev": -11179.0699, "multiplicity": 1, "symbols": ["C", "C", "O", "N", "N", "C", "N", "N", "H", "H", "H", "H"], "xyz": [[1.798, -1.650, 0.165], [1.416, -0.167, 0.330], [1.978, 0.807, 0.559], [-0.105, -0.030, -0.163], [-1.057, -0.894, -0.293], [-2.121, -0.043, -0.166], [-1.829, 1.190, -0.307], [-0.422, 1.293, -0.251], [0.850, -1.860, -0.659], [1.060, -1.916, 0.983], [2.900, -1.930, 0.165], [-3.306, -0.504, 0.168]]}

---

{"formula": "C4H12ClO3PSi", "method": "ωB97M-V/def2-TZVPD", "charge": 0, "lumo_energy_ev": 0.5, "smiles": "O=P(O)(O)C[SiH2]CCCCl", "homo_ev": -10.309, "homo_lumo_gap_ev": 10.776, "total_energy_ev": -40176.2424, "multiplicity": 1, "symbols": ["O", "P", "O", "O", "C", "Si", "C", "C", "C", "Cl", "H", "H", "H", "H", "H", "H", "H", "H", "H", "H", "H", "H"], "xyz": [[2.913, 0.069, -1.717], [2.959, 0.334, -0.237], [3.870, -0.782, 0.605], [3.644, 1.843, 0.005], [1.254, 0.341, 0.533], [0.278, -1.199, -0.070], [-1.403, -0.783, -0.859], [-2.570, -0.540, 0.158], [-3.072, 0.926, 0.245], [-1.778, 2.181, 0.046], [3.409, -0.899, 1.442], [3.218, 2.433, -0.618], [0.776, 1.305, 0.309], [1.433, 0.202, 1.621], [0.167, -2.126, 1.075], [1.100, -1.828, -1.125], [-1.326, 0.031, -1.606], [-1.679, -1.681, -1.454], [-2.357, -0.936, 1.170], [-3.435, -1.136, -0.198], [-3.832, 1.119, -0.532], [-3.570, 1.129, 1.207]]}

---

{"formula": "C26H26MnN4O2S", "method": "ωB97M-V/def2-TZVPD", "s_squared": 3.798, "charge": 4, "lumo_energy_ev": [-14.1, -16.3], "homo_ev": [-19.917, -19.798], "homo_lumo_gap_ev": [5.838, 3.513], "total_energy_ev": -79546.8748, "multiplicity": 4, "symbols": ["N", "C", "C", "H", "H", "H", "N", "C", "C", "H", "H", "H", "N", "C", "C", "H", "H", "H", "Mn", "C", "O", "C", "O", "C", "C", "C", "C", "C", "C", "H", "H", "H", "H", "H", "H", "N", "S", "C", "C", "C", "C", "C", "C", "C", "C", "C", "C", "C", "C", "H", "H", "H", "H", "H", "H", "H", "H", "H", "H", "H"], "xyz": [[-2.225, -0.170, -0.430], [-3.283, -0.602, -0.664], [-4.624, -1.069, -0.871], [-4.631, -1.951, -1.538], [-5.233, -0.267, -1.329], [-5.065, -1.354, 0.102], [0.360, 1.942, 0.585], [0.640, 2.989, 1.008], [0.931, 4.310, 1.492], [0.227, 5.033, 1.044], [1.963, 4.596, 1.221], [0.830, 4.336, 2.593], [1.825, -1.056, -1.098], [2.635, -1.731, -1.590], [3.645, -2.554, -2.179], [4.462, -2.695, -1.453], [4.039, -2.081, -3.094], [3.216, -3.537, -2.430], [0.015, -0.036, -0.007], [1.689, -0.066, 1.034], [2.763, 0.303, 1.290], [-1.043, 0.219, 1.646], [-1.830, 0.768, 2.312], [-1.449, 1.520, -2.317], [-1.025, 0.298, -2.851], [0.333, 0.065, -3.040], [1.265, 1.051, -2.696], [0.845, 2.228, -2.099], [-0.521, 2.469, -1.919], [-2.512, 1.762, -2.260], [-1.750, -0.441, -3.198], [0.653, -0.857, -3.530], [2.320, 0.931, -2.952], [1.582, 2.992, -1.837], [-0.867, 3.426, -1.523], [-0.410, -1.948, 0.030], [0.183, -3.295, 0.729], [1.048, -2.826, 2.243], [0.419, -2.219, 3.324], [1.169, -1.934, 4.469], [2.521, -2.268, 4.529], [3.135, -2.907, 3.448], [2.401, -3.191, 2.298], [-1.330, -3.924, 1.461], [-1.351, -5.288, 1.787], [-2.475, -5.821, 2.417], [-3.566, -4.990, 2.710], [-3.543, -3.632, 2.368], [-2.419, -3.101, 1.722], [-1.010, -2.244, -0.748], [-0.644, -2.003, 3.275], [0.682, -1.457, 5.317], [3.107, -2.021, 5.414], [4.184, -3.197, 3.491], [2.837, -3.701, 1.440], [-0.483, -5.895, 1.537], [-2.491, -6.881, 2.680], [-4.437, -5.408, 3.214], [-4.388, -2.983, 2.606], [-2.376, -2.056, 1.412]]}